[1]
5
Properties=species:S:1:pos:R:3 method="wB97M-V/def2-TZVPD" homo_lumo_gap_ev=12.32 lumo_energy_ev=0.43 smiles=N#CCl.Cl
N 2.079 1.211 -0.925
C 2.026 0.181 -0.451
Cl 2.049 -1.310 0.219
Cl -2.756 -0.576 0.751
H -3.398 0.494 0.406

[2]
7
Properties=species:S:1:pos:R:3 method="wB97M-V/def2-TZVPD" homo_lumo_gap_ev=8.95 lumo_energy_ev=0.18
C -1.545 1.083 0.040
N 0.499 -0.868 -0.636
O -2.500 0.919 0.661
O -0.653 1.228 -0.677
Cl -0.272 -1.691 0.671
Cl 2.100 -0.816 -0.419
H 2.371 0.145 0.360

[3]
8
Properties=species:S:1:pos:R:3 method="wB97M-V/def2-TZVPD" homo_lumo_gap_ev="7.01 / 6.29" lumo_energy_ev="-2.45 / -2.80"
C -1.580 0.519 -0.610
N 1.569 -0.423 0.560
O 0.853 0.106 1.399
O 2.765 -0.521 0.775
O 1.018 -0.809 -0.443
Cl -1.659 -0.610 -1.897
Cl -1.327 0.229 0.959
H -1.640 1.509 -0.742

[4]
7
Properties=species:S:1:pos:R:3 method="wB97M-V/def2-TZVPD" homo_lumo_gap_ev="7.13 / 7.13" lumo_energy_ev="-2.12 / -2.12"
C -0.029 0.191 -0.953
O -0.522 -1.387 1.240
P 0.008 -0.124 0.767
S -0.077 1.464 -1.913
Cl 1.989 0.053 1.215
Cl -0.982 1.439 1.591
H -0.388 -1.635 -1.947

[5]
8
Properties=species:S:1:pos:R:3 method="wB97M-V/def2-TZVPD" homo_lumo_gap_ev=9.53 lumo_energy_ev=-1.52
C -0.199 0.047 -0.654
O 1.411 0.013 -2.989
F -1.340 0.497 -1.109
P 1.270 0.536 -1.643
Cl -0.248 -2.182 -1.165
Cl 2.752 0.079 -0.418
Cl 1.098 2.526 -1.623
H -0.154 -0.016 0.427

[6]
7
Properties=species:S:1:pos:R:3 method="wB97M-V/def2-TZVPD" homo_lumo_gap_ev=8.91 lumo_energy_ev=-1.02
C -0.493 0.337 -1.506
O 0.081 0.917 -0.654
Si -3.846 -1.141 0.165
Cl -3.523 -0.610 2.176
Cl -0.810 -1.359 -1.517
Cl -3.511 0.696 -0.799
H -0.786 0.921 -2.319

Largest force on an atom
In order: 0.0386, 0.0362, 0.0822, 0.0854, 0.0635, 0.0468
Unit: Eh/bohr
ΔE to the lowest compared entry with this formula, charge and spin
In order: 0.2766, 3.2035, 3.2170, 3.8775, 1.6199, 2.0845
Unit: eV